# 1
{"formula": "C18H27N3O3S", "method": "ωB97M-V/def2-TZVPD", "symbols": ["C", "C", "C", "C", "C", "O", "N", "C", "C", "C", "C", "N", "C", "S", "N", "C", "O", "C", "C", "C", "C", "C", "C", "O", "C", "H", "H", "H", "H", "H", "H", "H", "H", "H", "H", "H", "H", "H", "H", "H", "H", "H", "H", "H", "H", "H", "H", "H", "H", "H", "H", "H"], "coordinates": [[3.94, -3.48, 1.11], [4.80, -2.26, 0.78], [4.13, -0.96, 1.21], [4.98, 0.27, 0.88], [5.32, 0.37, -0.59], [6.45, 0.32, -1.00], [4.28, 0.48, -1.47], [2.90, 0.58, -1.27], [2.06, -0.34, -1.88], [0.69, -0.28, -1.74], [0.12, 0.73, -0.96], [-1.26, 0.73, -0.85], [-2.11, 1.51, -0.17], [-1.78, 2.78, 0.83], [-3.46, 1.19, -0.31], [-4.04, 0.19, -1.04], [-3.40, -0.60, -1.70], [-5.54, 0.13, -0.93], [-5.96, -0.96, 0.08], [-5.49, -0.62, 1.49], [-7.48, -1.14, 0.04], [0.95, 1.68, -0.36], [2.32, 1.63, -0.52], [3.18, 2.55, -0.01], [2.64, 3.65, 0.69], [3.77, -3.54, 2.19], [2.98, -3.41, 0.61], [4.44, -4.39, 0.80], [5.77, -2.35, 1.28], [4.99, -2.23, -0.29], [3.15, -0.89, 0.73], [3.96, -0.99, 2.29], [5.92, 0.21, 1.42], [4.46, 1.17, 1.19], [4.58, 0.39, -2.44], [2.50, -1.13, -2.48], [0.06, -1.01, -2.22], [-1.73, -0.01, -1.38], [-4.06, 1.81, 0.23], [-5.94, -0.13, -1.91], [-5.96, 1.09, -0.62], [-5.49, -1.90, -0.23], [-5.82, -1.39, 2.19], [-4.41, -0.56, 1.54], [-5.92, 0.33, 1.81], [-7.78, -1.92, 0.73], [-7.81, -1.40, -0.95], [-7.97, -0.21, 0.34], [0.50, 2.47, 0.21], [2.11, 3.34, 1.59], [3.50, 4.26, 0.98], [1.97, 4.24, 0.06]], "mulliken_charge": [-1.326, -0.266, -0.489, -0.540, 0.273, -0.673, -0.078, -0.271, -0.294, -1.197, 0.739, -0.078, 0.245, -0.488, -0.171, 0.523, -0.739, -0.951, 0.775, -1.408, -1.563, -0.456, 0.988, -0.500, -0.999, 0.328, 0.317, 0.381, 0.320, 0.274, 0.095, 0.470, 0.376, 0.214, 0.241, 0.474, 0.393, 0.292, 0.336, 0.424, 0.306, 0.268, 0.423, 0.356, 0.316, 0.406, 0.384, 0.360, 0.191, 0.364, 0.251, 0.382], "fmax_ev_per_a": 1.09, "smiles": "CCCCC(=O)Nc1ccc(NC(=S)NC(=O)CC(C)C)cc1OC", "homo_ev": -8.13, "charge": 0, "e_above_lowest_kj_mol": 0.00}



# 2
{"formula": "C18H27N3O4S", "method": "ωB97M-V/def2-TZVPD", "symbols": ["C", "C", "C", "C", "C", "C", "C", "C", "C", "N", "N", "S", "O", "O", "C", "C", "C", "C", "C", "C", "N", "O", "O", "C", "C", "C", "H", "H", "H", "H", "H", "H", "H", "H", "H", "H", "H", "H", "H", "H", "H", "H", "H", "H", "H", "H", "H", "H", "H", "H", "H", "H", "H"], "coordinates": [[3.13, -4.67, 4.92], [3.09, -3.21, 4.48], [3.46, -2.95, 3.00], [2.70, -3.90, 2.07], [4.96, -3.19, 2.83], [3.12, -1.46, 2.68], [1.61, -1.21, 2.56], [1.31, 0.29, 2.40], [2.05, 0.84, 1.23], [1.60, 1.48, 0.23], [0.24, 1.73, 0.13], [-0.83, 0.42, 0.05], [-0.09, -0.80, -0.01], [-1.83, 0.58, 1.06], [-1.60, 0.70, -1.55], [-1.14, 0.02, -2.66], [-1.72, 0.24, -3.89], [-2.78, 1.13, -4.05], [-3.38, 1.33, -5.40], [-3.23, 1.81, -2.91], [-4.31, 2.77, -2.95], [-5.11, 2.69, -3.85], [-4.34, 3.61, -2.07], [-2.64, 1.60, -1.66], [3.53, 0.58, 1.26], [3.79, -0.92, 1.41], [4.10, -5.11, 4.77], [2.90, -4.73, 5.99], [2.39, -5.26, 4.39], [3.77, -2.63, 5.10], [2.08, -2.84, 4.66], [3.11, -4.91, 2.16], [2.81, -3.59, 1.03], [1.65, -3.93, 2.31], [5.54, -2.43, 3.35], [5.24, -4.16, 3.25], [5.25, -3.20, 1.78], [3.50, -0.87, 3.53], [1.08, -1.58, 3.43], [1.22, -1.72, 1.68], [0.24, 0.45, 2.30], [1.66, 0.82, 3.29], [0.08, 2.37, -0.64], [-0.33, -0.68, -2.53], [-1.36, -0.30, -4.75], [-3.49, 2.39, -5.63], [-2.76, 0.86, -6.16], [-4.37, 0.90, -5.44], [-3.00, 2.12, -0.79], [3.99, 0.96, 0.35], [3.96, 1.11, 2.11], [3.39, -1.44, 0.54], [4.87, -1.07, 1.44]], "mulliken_charge": [-1.404, -0.702, 2.116, -2.297, -2.020, -0.063, -0.784, -0.742, 0.582, -0.761, -0.189, 1.395, -0.631, -0.671, -0.448, -0.543, -0.976, 1.075, -1.392, -0.046, 0.953, -0.576, -0.584, -0.269, -0.948, -0.731, 0.317, 0.424, 0.322, 0.454, 0.280, 0.554, 0.373, 0.399, 0.374, 0.449, 0.431, 0.373, 0.466, 0.329, 0.222, 0.526, 0.363, 0.514, 0.345, 0.378, 0.407, 0.293, 0.532, 0.389, 0.353, 0.274, 0.514], "fmax_ev_per_a": 1.34, "smiles": "CCC(C)(C)C1CCC(=NNS(=O)(=O)c2ccc(C)c([N+](=O)[O-])c2)CC1", "homo_ev": -9.17, "charge": 0, "e_above_lowest_kj_mol": 514.20}



# 3
{"formula": "C18H27N9", "method": "ωB97M-V/def2-TZVPD", "symbols": ["C", "C", "N", "H", "H", "H", "C", "C", "N", "H", "H", "H", "C", "C", "N", "H", "H", "H", "C", "C", "N", "H", "H", "H", "C", "C", "N", "H", "H", "H", "C", "C", "N", "H", "H", "H", "C", "C", "N", "H", "H", "H", "C", "C", "N", "H", "H", "H", "C", "C", "N", "H", "H", "H"], "coordinates": [[0.37, -4.52, -1.56], [1.38, -5.54, -1.26], [2.17, -6.34, -1.06], [0.58, -4.07, -2.52], [0.40, -3.74, -0.80], [-0.61, -4.99, -1.56], [0.67, 4.68, 0.05], [-0.10, 3.46, 0.07], [-0.71, 2.49, 0.10], [1.72, 4.44, -0.17], [0.64, 5.15, 1.03], [0.32, 5.39, -0.70], [0.66, -0.38, 0.85], [-0.09, -0.83, -0.31], [-0.69, -1.18, -1.22], [0.07, -0.60, 1.75], [0.74, 0.70, 0.80], [1.63, -0.85, 0.94], [-3.29, 2.61, 2.37], [-2.68, 1.30, 2.56], [-2.15, 0.29, 2.66], [-4.35, 2.54, 2.11], [-2.79, 3.10, 1.55], [-3.22, 3.19, 3.29], [-2.73, 0.94, -2.78], [-2.69, 1.28, -4.19], [-2.63, 1.51, -5.31], [-2.27, 1.74, -2.20], [-2.09, 0.07, -2.60], [-3.75, 0.70, -2.48], [0.99, -0.42, -4.11], [0.87, 0.93, -3.59], [0.74, 1.99, -3.18], [1.93, -0.55, -4.65], [0.20, -0.60, -4.84], [0.91, -1.15, -3.31], [1.21, 1.34, 4.30], [2.09, 1.62, 3.18], [2.77, 1.82, 2.28], [0.49, 0.58, 4.00], [0.69, 2.25, 4.59], [1.77, 0.98, 5.16], [4.71, -0.35, 0.82], [4.09, -0.98, 1.97], [3.61, -1.50, 2.86], [5.30, -1.09, 0.28], [5.36, 0.46, 1.12], [3.96, 0.06, 0.14], [-3.02, -2.70, 0.34], [-2.08, -3.54, 1.09], [-1.35, -4.21, 1.67], [-2.74, -2.74, -0.71], [-2.95, -1.68, 0.70], [-4.02, -3.10, 0.46]], "mulliken_charge": [-0.260, 0.169, -0.377, 0.253, -0.083, 0.269, -1.079, 0.371, -0.160, 0.283, 0.328, 0.348, -0.067, 0.149, -0.451, 0.103, -0.093, 0.191, -0.818, 0.453, -0.417, 0.306, 0.176, 0.298, -0.036, 0.154, -0.429, 0.046, -0.119, 0.390, -0.558, 0.304, -0.396, 0.371, 0.271, 0.025, -0.808, 0.444, -0.419, 0.187, 0.319, 0.318, -0.820, 0.414, -0.440, 0.356, 0.293, 0.246, -0.591, 0.380, -0.458, 0.229, 0.071, 0.366], "fmax_ev_per_a": 0.63, "smiles": "CC#N.CC#N.CC#N.CC#N.CC#N.CC#N.CC#N.CC#N.CC#N", "homo_ev": -11.36, "charge": 0, "e_above_lowest_kj_mol": 0.00}